No. 1
Density functional theory data (ωB97M-V with the def2-TZVPD basis set) for 2 unconnected molecules or ions with the total composition C4H10O2.

Last column: Mulliken charge in e.
CARTESIAN COORDINATES (ANGSTROEM)
C: -2.028 -0.301 -1.554  -0.630
O: -1.483 -0.781 -0.342  -0.506
C: 0.598 -0.507 -0.097  -0.512
C: 0.391 0.062 1.201  0.671
C: 1.988 0.639 0.968  -1.257
O: -0.522 0.971 1.315  -0.837
H: -1.474 0.566 -1.943  0.284
H: -1.987 -1.108 -2.292  0.248
H: -3.073 -0.003 -1.413  0.286
H: 0.523 0.154 -0.954  0.224
H: 1.062 -1.481 -0.244  0.328
H: 0.555 -0.665 2.022  0.227
H: 2.049 1.168 1.923  0.352
H: 2.057 1.386 0.175  0.371
H: 2.802 -0.088 0.916  0.384
H: -1.460 -0.012 0.319  0.367

Values from the calculation:
Relative energy (zero: lowest compared OMol25 entry of this formula, charge and spin) (kcal per mole): 101.27
DFT total energy (eV): -8401.1555
Molecular weight (g mol⁻¹): 90.1
Strongest force on any atom (Eh/bohr): 0.00863
Net charge: 0
Lowest unoccupied orbital energy (eV): 0.36


No. 2
Density functional theory data (ωB97M-V with the def2-TZVPD basis set) for 2 unconnected molecules or ions with the total composition C4H10O2.

Last column: Mulliken charge in e.
CARTESIAN COORDINATES (ANGSTROEM)
C: -1.683 -0.017 0.204  -1.486
C: -0.193 0.290 0.168  0.505
C: 0.307 1.142 -0.983  -0.582
C: 1.577 0.316 -0.891  -0.289
O: 0.809 -0.736 -0.269  -0.584
H: -2.016 -0.522 1.116  0.383
H: -2.201 0.954 0.171  0.345
H: -2.010 -0.584 -0.673  0.339
H: 0.108 0.671 1.154  0.233
H: 0.329 2.221 -0.861  0.330
H: -0.245 0.831 -1.875  0.253
H: 2.324 0.722 -0.192  0.247
H: 2.074 0.019 -1.819  0.263
O: 0.258 -1.661 1.985  -0.684
H: -0.316 -2.254 1.486  0.298
H: 0.877 -1.392 1.278  0.429

Values from the calculation:
Relative energy (zero: lowest compared OMol25 entry of this formula, charge and spin) (kcal per mole): 40.41
DFT total energy (eV): -8403.7949
Molecular weight (g mol⁻¹): 90.1
Strongest force on any atom (Eh/bohr): 0.01108
Net charge: 0
Lowest unoccupied orbital energy (eV): 1.02


Highest occupied orbital energy / eV: -8.634 -10.195